Density functional theory data (ωB97M-V/def2-TZVPD) for one molecule with the formula C20H20NO5P.

Geometry as XYZ:
```
47
Properties=species:S:1:pos:R:3
C 4.6812 0.5664 -1.3326
O 4.5768 -0.5429 -0.4729
C 3.4372 -0.6853 0.2595
C 3.3458 -1.8395 1.0331
C 2.2293 -2.0961 1.8051
C 1.1730 -1.1966 1.8091
O 0.0024 -1.3139 2.4904
C -0.2972 -2.5294 3.1298
C 1.2618 -0.0379 1.0332
N 0.1452 0.8463 0.9904
P -1.3649 0.1462 0.6417
O -2.3742 0.0704 1.6884
O -1.0914 -1.2432 -0.0823
C -0.1268 -1.5247 -1.0221
C 0.3657 -2.8238 -1.0482
C 1.3400 -3.1728 -1.9646
C 1.8217 -2.2355 -2.8625
C 1.3148 -0.9480 -2.8440
C 0.3433 -0.5866 -1.9270
O -1.8566 1.0258 -0.6366
C -2.5730 2.1854 -0.5176
C -2.4980 2.9991 0.6010
C -3.2255 4.1757 0.6449
C -4.0188 4.5492 -0.4258
C -4.0865 3.7369 -1.5457
C -3.3690 2.5563 -1.5957
C 2.3853 0.2255 0.2720
H 5.6374 0.4545 -1.8413
H 4.6770 1.5091 -0.7759
H 3.8738 0.5744 -2.0712
H 4.1679 -2.5364 1.0120
H 2.1867 -3.0000 2.3916
H -1.3233 -2.4240 3.4767
H 0.3675 -2.7025 3.9829
H -0.2313 -3.3729 2.4365
H 0.0488 1.3515 1.8642
H -0.0213 -3.5443 -0.3445
H 1.7252 -4.1811 -1.9748
H 2.5858 -2.5089 -3.5741
H 1.6748 -0.2146 -3.5511
H -0.0509 0.4160 -1.9021
H -1.8804 2.6936 1.4310
H -3.1694 4.8026 1.5222
H -4.5838 5.4682 -0.3877
H -4.7047 4.0205 -2.3844
H -3.4167 1.9091 -2.4578
H 2.4003 1.1296 -0.3133
```

## Properties
SMILES string = COc1ccc(OC)c(NP(=O)(Oc2ccccc2)Oc2ccccc2)c1
Gap between HOMO and LUMO = 8.78 eV
Lowest unoccupied orbital energy = 0.027 Ha
Energy = -42082.7760 eV
HOMO energy = -8.06 eV
ΔE to the lowest compared entry with this formula, charge and spin = 48.7 kJ/mol
Multiplicity = 1